Density functional theory data (ωB97M-V with the def2-TZVPD basis set) for one molecule with the formula C18H25ClN2O4S in a non-equilibrium geometry.

Positions of all 51 atoms, in Å:
C (2.5575, -3.5963, 0.3215)
C (1.2594, -3.3521, 1.0741)
O (0.2994, -2.9341, 0.1171)
C (-0.9744, -2.7225, 0.4950)
C (-1.4341, -2.7400, 1.8130)
C (-2.7602, -2.4737, 2.1001)
C (-3.6516, -2.1988, 1.0754)
Cl (-5.3052, -1.8730, 1.4346)
C (-3.2166, -2.1894, -0.2403)
C (-1.8909, -2.4418, -0.5201)
S (-1.3951, -2.4090, -2.2561)
O (-0.4079, -3.4119, -2.5134)
O (-2.6132, -2.4436, -3.0129)
N (-0.7033, -0.9368, -2.5662)
C (0.6832, -0.7107, -2.2533)
C (0.8842, 0.0156, -0.9222)
C (0.0137, 1.2753, -0.8272)
C (0.1277, 1.7944, 0.6036)
O (-0.4208, 1.2196, 1.5291)
N (0.8870, 2.8849, 0.8116)
C (1.6195, 3.6713, -0.1637)
C (2.4330, 4.6505, 0.6843)
C (1.5541, 4.8453, 1.9175)
C (1.0109, 3.4418, 2.1517)
C (-1.4463, 0.9120, -1.1157)
C (-1.5556, 0.2213, -2.4739)
H (2.3773, -4.2992, -0.4868)
H (3.3081, -4.0005, 0.9947)
H (2.9221, -2.6665, -0.1061)
H (0.9219, -4.2749, 1.5632)
H (1.3955, -2.5734, 1.8375)
H (-0.7586, -2.9506, 2.6259)
H (-3.1006, -2.4796, 3.1234)
H (-3.8888, -2.0027, -1.0622)
H (1.1201, -0.1191, -3.0681)
H (1.1565, -1.6925, -2.2333)
H (1.9391, 0.2784, -0.8123)
H (0.6100, -0.6428, -0.0999)
H (0.3497, 2.0186, -1.5533)
H (2.2619, 3.0399, -0.7823)
H (0.9244, 4.2142, -0.8163)
H (2.6379, 5.5789, 0.1556)
H (3.3813, 4.1958, 0.9727)
H (2.1066, 5.2242, 2.7740)
H (0.7386, 5.5332, 1.6927)
H (0.0396, 3.4177, 2.6484)
H (1.7088, 2.8355, 2.7402)
H (-1.8048, 0.2541, -0.3224)
H (-2.0617, 1.8138, -1.1128)
H (-1.2670, 0.9205, -3.2688)
H (-2.5719, -0.1213, -2.6670)

Cartesian forces, eV/Å:
C -0.44 0.09 0.10
C 0.33 -0.08 0.20
O 0.03 -0.03 0.00
C -0.13 0.03 0.21
C 0.29 -0.05 -0.18
C -0.14 0.04 -0.21
C 0.34 -0.05 -0.09
Cl -0.30 0.06 0.06
C -0.19 0.00 0.16
C 0.40 -0.11 -0.68
S 0.05 -0.01 -0.43
O 0.09 0.14 0.28
O -0.18 0.22 0.26
N -0.41 -0.95 0.12
C 0.62 -0.14 0.31
C -0.05 0.10 -0.26
C -0.19 -0.19 0.37
C 0.08 0.02 -0.48
O -0.18 -0.23 0.20
N 0.12 0.27 0.29
C 0.12 0.12 -0.49
C -0.12 0.00 -0.02
C 0.07 -0.16 -0.05
C -0.15 -0.05 0.38
C 0.16 0.05 -0.17
C -0.52 0.41 0.17
H 0.04 -0.10 -0.07
H 0.09 -0.02 0.05
H 0.09 0.10 -0.04
H -0.04 0.13 -0.03
H -0.08 -0.10 -0.06
H 0.10 -0.01 0.04
H -0.05 0.01 0.08
H -0.15 0.02 -0.01
H -0.03 -0.09 0.01
H 0.21 0.16 -0.06
H 0.06 -0.04 0.03
H 0.05 0.01 0.03
H 0.03 0.03 0.00
H -0.06 0.07 -0.04
H 0.11 -0.04 -0.03
H 0.07 -0.01 -0.05
H 0.05 0.00 -0.01
H -0.03 0.05 0.04
H -0.04 0.04 0.02
H 0.12 -0.02 0.02
H -0.08 0.05 0.05
H -0.01 0.08 0.00
H -0.06 -0.01 0.02
H -0.06 -0.09 -0.02
H -0.02 0.26 -0.08

Values from the calculation:
orbital gap: 9.2 eV
calculated total energy: -1969.76154 a.u.
SMILES: CCOc1ccc(Cl)cc1S(=O)(=O)N1CCC(C(=O)N2CCCC2)CC1
spin multiplicity: 1
E_LUMO: 0.52 eV
charge: 0
HOMO level: -8.638 eV



Density functional theory data (ωB97M-V with the def2-TZVPD basis set) for a 2-piece molecular cluster, C18H25F2NO6Si overall in a non-equilibrium geometry.

Positions of all 53 atoms, in Å:
C (-4.1327, -1.7120, 2.0375)
C (-3.9773, -0.1369, 2.4163)
C (-2.9303, 0.0731, 3.6335)
C (-1.7754, 1.1556, 3.3158)
C (-0.3106, 0.4621, 3.1396)
Si (-0.2270, -0.5270, 1.5107)
C (0.7894, -2.1517, 1.7070)
C (2.3681, -1.9118, 1.9137)
C (0.4418, -3.1824, 0.5167)
C (1.1442, -2.8298, -0.8849)
C (0.0317, -3.0650, -2.0444)
N (0.4103, 0.3509, 0.0926)
C (-0.6493, 0.9680, -0.7406)
O (-1.4717, 1.8159, -0.3802)
F (-0.7363, 0.4997, -2.0839)
C (1.5323, 1.2604, 0.3988)
O (1.5234, 2.2387, 1.1497)
F (2.7776, 1.0144, -0.3127)
H (-3.6163, -2.3760, 2.8095)
H (-3.6222, -1.8714, 1.0215)
H (-5.2161, -2.0404, 1.9096)
H (-3.5759, 0.3746, 1.4739)
H (-5.0330, 0.2357, 2.6815)
H (-3.5384, 0.4640, 4.5358)
H (-2.5198, -0.9457, 3.9724)
H (-1.9791, 1.7745, 2.3798)
H (-1.7326, 1.8525, 4.2351)
H (-0.2551, -0.3178, 3.9973)
H (0.5494, 1.1842, 3.3249)
H (-1.6173, -0.9210, 1.1890)
H (0.3879, -2.6416, 2.6757)
H (2.6404, -2.2671, 2.9732)
H (2.9618, -2.5211, 1.1531)
H (2.7034, -0.8253, 1.8372)
H (-0.7023, -3.2301, 0.3954)
H (0.7902, -4.2233, 0.8620)
H (2.0813, -3.4813, -1.0592)
H (1.4944, -1.7471, -0.9844)
H (-0.9764, -2.5772, -1.7705)
H (-0.0964, -4.1953, -2.1391)
H (0.3568, -2.6362, -3.0553)
C (2.4517, 3.7936, -5.3749)
C (2.0183, 4.7067, -4.4595)
C (1.7057, 4.0993, -3.0868)
O (1.3704, 4.7607, -2.1006)
C (1.8045, 2.6386, -2.9333)
C (2.2246, 1.7246, -3.8538)
C (2.6390, 2.3458, -5.1935)
O (3.1170, 1.7014, -6.1322)
O (2.3086, 0.4684, -3.7205)
O (1.8587, 5.9511, -4.6173)
H (2.7076, 4.1334, -6.3738)
H (1.5013, 2.2870, -1.9574)

Cartesian forces, eV/Å:
C 0.31 0.35 -0.57
C 0.06 -1.17 -0.05
C -0.86 0.62 -0.05
C 0.70 -0.16 0.69
C -0.68 -0.13 1.42
Si 0.56 -0.85 0.84
C -0.06 -0.53 0.21
C -0.04 -0.41 0.42
C 0.64 0.07 0.38
C -0.79 0.20 -0.69
C 0.66 -0.15 0.05
N 0.20 1.71 -0.86
C -1.97 2.31 -1.12
O 3.06 -3.43 -0.95
F 0.69 0.57 3.67
C 1.76 3.31 0.07
O -0.22 -4.12 -2.48
F -3.62 -0.27 1.90
H -0.78 0.83 -1.04
H -0.71 -0.02 1.55
H 1.36 0.48 0.30
H -0.79 -0.43 1.47
H 1.78 -0.20 -0.40
H 0.98 -0.60 -1.34
H -0.32 1.53 -0.64
H -0.03 -0.79 1.32
H 0.06 -0.88 -1.59
H 0.09 1.06 -1.31
H -1.21 -0.79 -0.46
H 0.16 0.13 -0.26
H 0.49 0.77 -1.35
H -0.20 0.51 -1.61
H -0.75 0.89 1.04
H -0.47 -1.38 -0.03
H 1.68 0.07 0.12
H -0.56 1.37 -0.54
H -1.61 0.90 0.20
H -0.53 -1.42 0.44
H 1.62 -0.74 -0.30
H -0.15 1.42 -0.02
H -0.34 -0.60 1.51
C 0.53 -1.67 -0.95
C -0.47 1.25 0.89
C -0.07 -1.90 0.94
O -0.04 0.62 -0.27
C -0.51 1.62 0.59
C 0.46 -1.34 -0.91
C 0.01 2.12 -0.85
O -0.03 -0.74 0.28
O -0.15 0.41 0.18
O 0.10 -0.48 -0.06
H 0.04 0.09 -0.03
H -0.03 -0.04 0.25

Values from the calculation:
orbital gap: 3.6 eV
calculated total energy: -1696.21145 a.u.
spin multiplicity: 1
E_LUMO: 3.83 eV
charge: -2
HOMO level: 0.261 eV